C12H13ClCrN3O6 as an isolated structure, computed with ωB97M-V/def2-TZVPD.

Last column: Löwdin spin population.
Element x y z (Å)
1 Cr -0.065 0.389 -0.400  3.1083
2 O -2.317 1.120 -0.281  0.0282
3 Cl -1.882 1.613 -1.591  0.0051
4 O -2.873 2.293 -2.318  0.0017
5 O -1.360 0.407 -2.298  0.0161
6 O -0.672 2.407 -1.314  0.0115
7 C 4.025 1.057 -1.310  0.0035
8 C 2.666 0.918 -0.718  0.0255
9 N 1.662 0.436 -1.369  -0.0231
10 O 1.907 0.052 -2.680  -0.0007
11 C 2.363 1.342 0.652  0.0143
12 C 3.320 1.933 1.625  0.0012
13 N 1.103 1.137 0.933  -0.0450
14 O 0.501 1.398 2.006  0.0022
15 H 4.195 0.321 -2.089  0.0003
16 H 4.785 0.958 -0.537  0.0003
17 H 4.121 2.051 -1.752  0.0017
18 H 1.033 0.074 -3.091  0.0003
19 H 3.896 1.167 2.151  0.0011
20 H 2.760 2.496 2.369  0.0000
21 H 4.024 2.606 1.134  0.0005
22 C 0.439 -1.460 0.384  -0.1217
23 C -0.997 -1.699 0.605  -0.0018
24 C -1.617 -1.302 1.799  -0.0105
25 C -2.991 -1.355 1.936  0.0051
26 C -3.777 -1.805 0.879  -0.0111
27 C -3.184 -2.203 -0.314  0.0054
28 C -1.809 -2.144 -0.446  -0.0089
29 C -5.214 -1.858 1.024  -0.0015
30 N -6.357 -1.900 1.138  -0.0058
31 H 0.897 -2.092 -0.374  -0.0013
32 H 1.034 -1.385 1.288  -0.0020
33 H -1.004 -0.929 2.610  -0.0002
34 H -3.462 -1.042 2.858  0.0005
35 H -3.801 -2.550 -1.132  0.0005
36 H -1.350 -2.451 -1.378  0.0002

Output
Multiplicity: 4
Max |F|, Eh/bohr: 0.01573
E, eV: -70343.3685
Energy above the lowest of the compared OMol25 structures with the same formula, charge and spin, kcal/mol: 1.88
Highest occupied orbital energy (alpha / beta), Ha: -0.3243 / -0.3203
Net charge: 0
Orbital gap (alpha / beta), Eh: 0.2968 / 0.2880